(1)
# C11H16N5O4RuS2

A structure of composition C11H16N5O4RuS2 (ωB97M-V/def2-TZVPD, the OMol25 dataset).

XYZ file:
```
39
Properties=species:S:1:pos:R:3:forces:R:3
Ru -0.2826 0.9467 0.2472 0.2854 -0.4940 0.4231
N -0.2634 -2.2020 -3.3660 -0.0036 -0.0309 0.1319
C -0.2137 -1.3061 -2.3227 0.2976 -0.0479 -0.0416
S -1.7807 -0.7228 -1.8036 0.0306 0.2447 -0.1772
N 0.9659 -1.0736 -1.8392 -0.2130 0.3159 0.2404
N 1.0294 -0.3183 -0.6601 0.2574 -0.4742 -0.0811
C 2.1889 -0.4623 -0.0728 -0.2251 0.2417 0.2442
C 2.3732 0.2288 1.1819 -0.0502 -0.2130 -0.3514
C 3.5211 0.1416 1.9744 -0.0581 0.0664 0.0605
C 3.5578 0.8324 3.1664 -0.0332 -0.0281 -0.0770
C 2.4439 1.5858 3.5462 -0.0433 0.0455 0.0627
C 1.3431 1.6351 2.7190 0.0625 -0.0463 -0.1187
N 1.3137 0.9828 1.5448 -0.2619 0.1438 0.1866
H -1.1766 -2.5091 -3.6549 -0.0179 0.0548 -0.0074
H 0.4708 -2.8919 -3.3783 0.0076 -0.0238 -0.0083
H 2.9497 -1.0960 -0.5095 -0.0071 -0.0046 -0.0257
H 4.3520 -0.4692 1.6467 -0.0004 -0.0074 -0.0067
H 4.4314 0.7811 3.8033 -0.0017 0.0026 0.0096
H 2.4239 2.1195 4.4866 0.0142 -0.0061 -0.0030
H 0.4353 2.1794 2.9508 0.0267 0.0152 0.0515
O -3.5555 0.9266 1.1528 -0.0569 -0.0628 0.0899
S -2.3679 1.0850 1.9663 0.5106 0.2772 -0.3006
O -2.6231 1.2530 3.3771 0.1256 -0.0336 0.0646
O -1.3669 -0.0717 1.7145 0.0956 0.0974 -0.2816
O -1.4869 2.2225 1.4125 -0.3529 0.0712 0.0843
C -1.5039 1.8819 -3.5568 -0.0213 -0.0091 -0.0848
C -2.1174 1.8922 -2.1542 -0.1370 -0.1088 0.1270
C -1.8428 3.2369 -1.4909 0.0878 0.0259 -0.0281
C -3.6361 1.6955 -2.2360 -0.0022 0.0520 0.0246
N -1.4806 0.8487 -1.3233 -0.2959 -0.0112 -0.2786
H -1.9217 2.6865 -4.1689 -0.0103 0.0036 0.0172
H -1.7040 0.9345 -4.0626 0.0096 0.0064 0.0065
H -0.4213 2.0135 -3.4948 0.0005 0.0142 0.0153
H -2.3052 4.0347 -2.0788 0.0047 -0.0047 0.0059
H -0.7661 3.4321 -1.4396 -0.0047 -0.0228 -0.0064
H -2.2314 3.2517 -0.4757 -0.0346 -0.0016 0.0241
H -4.0968 2.5118 -2.8005 0.0036 -0.0041 0.0044
H -4.0496 1.6713 -1.2271 0.0054 -0.0232 0.0085
H -3.8850 0.7599 -2.7410 0.0058 -0.0202 -0.0044
```
Forces are in eV/Å.

Calculated values
E_HOMO (spin up / spin down)	-3.80 / -3.46	eV
ΔE to the lowest compared entry with this formula, charge and spin	5.78	kcal per mole
lowest unoccupied orbital energy (spin up / spin down)	2.35 / 2.43	eV
charge	-1
orbital gap (spin up / spin down)	6.153 / 5.883	eV

(2)
# C11H16N6O3S

A structure of composition C11H16N6O3S in a non-equilibrium geometry (ωB97M-V/def2-TZVPD, the OMol25 dataset).

XYZ file:
```
37
Properties=species:S:1:pos:R:3:forces:R:3
C -4.4266 -1.9411 0.0126 -1.0008 1.5698 -3.2179
C -2.9608 -2.3057 0.5008 -5.2310 -3.7094 0.2847
H -2.9644 -2.0885 1.5657 0.3864 -0.5736 0.1178
H -2.7738 -3.3493 0.2136 -0.4039 -0.1772 0.7832
O -2.0577 -1.6502 -0.1954 1.5990 6.2908 2.1521
C -1.9794 -0.3453 0.5688 0.4126 2.5698 0.0622
O -2.6978 0.0019 1.6069 4.0858 -2.1980 -5.9045
C -0.8979 0.5763 -0.2174 -5.2026 -0.7345 4.2033
C 0.0201 0.1880 -1.0695 2.2223 3.7795 1.4575
N 1.0224 1.0446 -1.4280 -1.7187 1.5127 -0.0931
C 1.3047 2.3842 -0.6237 5.7597 -7.2636 -11.4519
O 2.3247 2.8318 -0.9087 4.4693 3.8408 -0.4844
N 0.4902 2.3343 0.1964 -8.7077 8.6318 14.5914
H 0.6969 3.4301 0.8846 -0.8400 -4.1723 -2.2311
C -0.8987 1.9931 0.2019 -0.5367 -1.8843 5.7994
C -1.8784 2.8030 -0.4537 3.1045 1.5744 -6.0307
H -2.7865 2.2909 -0.4585 -1.6384 -0.2932 -0.1047
H -1.8414 3.8249 -0.1915 -0.5807 1.0789 0.7159
H -1.3679 2.8776 -1.6758 -2.0453 -0.3041 3.0151
H -1.2919 2.1114 1.4753 1.5152 -0.9061 -3.4930
H 1.6565 0.7557 -2.1450 0.4177 0.0873 -0.0651
C 0.1113 -1.1325 -1.3501 2.7300 -6.1164 -5.0805
H -0.3551 -1.2491 -2.3642 -0.4334 -0.6887 1.0592
H -0.1663 -1.9012 -0.5923 0.7457 0.8770 -1.1213
S 1.9500 -1.4703 -2.2075 -0.3817 -0.4321 4.2657
C 2.8048 -1.2186 -0.4714 -2.3549 -1.9198 -1.5715
N 2.0657 -1.0555 0.6062 -0.3625 2.6848 -0.2495
N 3.0788 -0.4371 1.4699 -6.1160 -1.4033 0.9161
C 4.1623 -0.8577 1.0267 8.6549 -0.1167 -4.4361
N 4.1003 -1.2700 -0.2527 1.0083 0.2732 -0.0581
N 5.4455 -0.5996 1.5043 -2.5992 -6.6786 -6.3118
H 5.4574 -0.0582 2.1717 0.7409 6.7912 8.5765
H 6.2573 -0.6838 0.9519 0.2416 -0.2243 -0.8970
H 2.7888 -0.4130 2.4069 -0.1675 0.2794 1.3883
H -5.2586 -2.6958 0.3145 1.5280 1.5735 -0.1915
H -4.7062 -0.7267 0.2557 0.6422 -3.7892 -0.5084
H -4.4283 -1.9987 -1.3292 0.0568 0.1704 4.1135
```
Forces are in eV/Å.

Calculated values
E_HOMO	-8.40	eV
ΔE to the lowest compared entry with this formula, charge and spin	285.31	kcal per mole
lowest unoccupied orbital energy	0.18	eV
orbital gap	8.585	eV

(3)
# C11H16NO2

The ion C11H16NO2 with charge +1 in a non-equilibrium geometry (ωB97M-V/def2-TZVPD, the OMol25 dataset).

XYZ file:
```
30
Properties=species:S:1:pos:R:3:forces:R:3
C -2.7021 0.5947 -0.6543 0.7545 -2.2898 -1.5891
N -1.2673 0.8911 -0.5874 1.0048 0.3753 1.1989
C -0.9505 2.3087 -0.0186 2.1034 -0.4717 -2.7963
C -0.4602 -0.1959 0.1815 -1.0271 -3.4029 0.1177
C 1.0066 -0.0736 -0.1123 1.0888 0.6394 -0.5432
C 1.5173 -0.5136 -1.3398 -1.8541 -0.2553 2.0600
C 2.8085 -0.4699 -1.6479 1.0081 2.1377 3.0001
C 3.6737 0.1353 -0.7489 2.3058 0.9421 -1.0465
C 3.2584 0.5925 0.4971 0.6119 0.4987 -0.8738
C 1.9177 0.4960 0.7882 -2.4097 -1.4882 2.1486
O -1.0195 -1.5660 -0.3240 2.8490 3.1777 -1.6779
C -1.7125 -2.1571 0.7073 -2.6035 5.4451 1.1268
C -1.0476 -1.5293 1.8924 1.6822 -1.8510 1.4325
O -0.7945 -0.2306 1.5268 -0.2966 3.6890 -2.2556
H -3.1725 0.3564 0.2629 -0.2015 0.1722 0.9674
H -3.1225 1.3699 -1.1984 -1.1998 1.6732 -0.5933
H -2.7206 -0.2790 -1.3466 -0.4945 0.3726 0.7984
H -1.0039 0.7980 -1.5675 0.7789 0.2195 0.1451
H -0.0175 2.2165 0.5501 -0.8359 0.0974 0.5854
H -0.6354 3.0388 -0.8470 -0.8457 -1.3274 0.8043
H -1.8635 2.6132 0.3903 -0.7904 0.6705 1.2948
H 0.9710 -1.2351 -1.8142 -2.0213 -1.1676 -1.9300
H 3.1423 -0.8401 -2.5129 1.3232 -1.4852 -3.1437
H 4.7286 0.2958 -1.1564 -1.3662 -0.2996 1.1886
H 3.9494 1.1175 1.1556 -0.1563 -0.4636 0.0095
H 1.4958 0.4871 1.8426 0.8579 1.0483 -1.1770
H -1.7685 -3.1393 0.5718 0.1989 -4.1551 -0.1447
H -2.7398 -1.7041 0.6160 0.2854 -0.9682 0.5642
H -1.4250 -1.4486 2.8945 -0.9923 -0.5308 0.1592
H -0.0459 -1.9294 1.9991 0.2423 -1.0022 0.1698
```
Forces are in eV/Å.

Calculated values
E_HOMO	-12.97	eV
ΔE to the lowest compared entry with this formula, charge and spin	27.74	kcal per mole
lowest unoccupied orbital energy	-2.75	eV
charge	+1
orbital gap	10.227	eV
SMILES string	C[NH+](C)C1(c2ccccc2)OCCO1

(4)
# C11H16NP

The molecule C11H16NP in a non-equilibrium geometry (ωB97M-V/def2-TZVPD, the OMol25 dataset).

XYZ file:
```
29
Properties=species:S:1:pos:R:3:forces:R:3
C 1.5884 2.4181 0.4617 0.1516 0.0701 -0.0178
C 0.6409 1.6581 -0.0897 0.0310 0.5134 -0.0307
C -0.4719 2.2875 -0.9194 0.1167 0.1083 -0.0031
C -1.5947 2.6507 -0.0366 -0.1162 -0.2723 -0.0292
C -2.4462 1.7513 0.5091 0.0014 0.6273 0.3819
C -2.4405 0.3584 0.3077 0.3756 -0.5714 -0.6822
P -1.3066 -0.6106 -0.5371 -0.4868 0.2319 0.4465
C -2.2003 -2.1695 -0.6635 1.7791 0.9908 0.2259
C -2.3446 -3.0474 0.5395 -0.1309 -0.0586 0.1158
N 0.4818 0.3237 0.1309 -2.2371 -1.1059 -0.3285
C 1.4886 -0.5950 0.1206 0.8709 -0.4673 -0.1175
C 2.7771 -0.4155 -0.1968 -0.1954 -0.0621 0.0819
C 3.7929 -1.5047 -0.1604 -0.0200 0.0387 -0.0240
H 2.3114 2.0070 1.1429 0.1568 -0.1228 0.0666
H 1.6297 3.4764 0.2818 -0.0618 0.2272 -0.1456
H -0.7969 1.5183 -1.6396 -0.0147 0.1297 -0.1085
H -0.0880 3.1594 -1.4480 -0.0228 -0.0659 0.0191
H -1.7415 3.6999 0.1758 -0.0822 0.0895 0.0525
H -3.2673 2.1355 1.1041 0.0042 0.0546 0.0226
H -3.3679 -0.1594 0.5196 -0.0671 0.0160 -0.0388
H -1.8995 -2.7237 -1.5531 -0.1534 0.0528 -0.1676
H -3.2414 -3.6537 0.3990 -0.0669 -0.1084 0.0600
H -2.4590 -2.4561 1.4478 -0.0509 -0.0731 0.0684
H -1.5097 -3.7396 0.6760 -0.0290 -0.0146 0.0617
H 1.1421 -1.5900 0.3925 0.1308 -0.0749 0.0234
H 3.1350 0.5590 -0.4940 -0.0637 0.1543 0.0364
H 3.3421 -2.4550 0.1177 0.0240 -0.1169 0.0236
H 4.2602 -1.6120 -1.1407 0.0829 -0.1014 -0.0170
H 4.5860 -1.2710 0.5522 0.0738 -0.0890 0.0242
```
Forces are in eV/Å.

Calculated values
E_HOMO (spin up / spin down)	-7.02 / -6.79	eV
ΔE to the lowest compared entry with this formula, charge and spin	125.75	kcal per mole
lowest unoccupied orbital energy (spin up / spin down)	-1.16 / -1.30	eV
orbital gap (spin up / spin down)	5.866 / 5.491	eV
SMILES string	C=C1CC=CC=P(=CC)N1/C=C/C

(5)
# C11H16O2S

The molecule C11H16O2S in a non-equilibrium geometry (ωB97M-V/def2-TZVPD, the OMol25 dataset).

XYZ file:
```
30
Properties=species:S:1:pos:R:3:forces:R:3
C 0.8600 -2.7011 -1.5641 1.3325 0.0649 -3.6361
C -0.4065 -1.9385 -1.7321 -1.9719 -0.8611 0.4038
S -0.2696 -0.3808 -2.6331 0.2755 0.7098 0.1756
C 1.2295 0.4956 -1.8322 -1.2924 0.1845 -1.1079
C 1.3808 1.7487 -2.7089 -0.3343 -1.4538 0.6660
C 0.9159 2.7614 -2.0125 0.6050 0.8036 -0.8588
O 0.6971 2.5134 -0.7188 -0.3908 -0.0251 0.9587
C 1.2864 1.2416 -0.4635 2.5509 -0.3170 0.5441
C 0.8312 0.8118 1.0208 1.5725 0.5114 -2.4940
O 1.7022 0.5343 1.8098 0.0677 -0.2633 0.0694
C -0.5688 0.8845 1.2498 -2.9355 -0.7405 0.9524
C -1.2213 0.1802 2.2188 -0.8323 1.7406 -1.0904
C -2.7359 0.3438 2.3480 1.0895 -3.4366 -0.1654
C -0.5710 -0.5505 3.2830 -0.0232 -0.3645 2.0857
H 1.6745 -1.9844 -1.5552 0.4040 -0.4331 0.4059
H 1.0447 -3.4927 -0.9013 -0.4997 -0.6176 1.7327
H 0.9649 -3.2596 -2.5538 0.2934 0.7950 0.9098
H -0.9061 -1.6325 -0.8224 0.0191 -0.3450 0.5479
H -1.1262 -2.6357 -2.2684 0.4921 1.3050 0.4084
H 1.9478 -0.2637 -2.0590 0.9841 0.1534 0.6993
H 1.6242 1.7294 -3.7362 0.0976 0.0055 -0.7945
H 0.7914 3.7659 -2.3676 -0.2344 0.3362 0.2015
H 2.4912 1.4000 -0.4508 -2.5580 -0.1793 0.4925
H -1.2574 1.4548 0.6071 0.9354 -0.2198 -0.1554
H -2.9977 0.1218 3.3918 -0.2534 0.2442 -0.4486
H -2.9203 1.3229 2.0841 -1.1484 1.9592 -0.6730
H -3.2375 -0.4361 1.6774 0.3800 1.2775 0.8248
H -1.1626 -0.3280 4.2613 0.9894 -1.0532 -1.5855
H -0.4478 -1.6310 3.0232 -0.1963 0.6996 0.6409
H 0.3870 -0.0757 3.4049 0.5817 -0.4804 0.2902
```
Forces are in eV/Å.

Calculated values
E_HOMO	-8.61	eV
ΔE to the lowest compared entry with this formula, charge and spin	22.59	kcal per mole
lowest unoccupied orbital energy	0.29	eV
orbital gap	8.904	eV
SMILES string	CCS[C@H]1C=CO[C@H]1C(=O)C=C(C)C

(6)
# C11H16P

A structure of composition C11H16P in a non-equilibrium geometry (ωB97M-V/def2-TZVPD, the OMol25 dataset).

XYZ file:
```
28
Properties=species:S:1:pos:R:3:forces:R:3
C -1.1170 3.6815 0.1818 0.0608 -0.0725 0.0263
C 0.1837 3.4581 -0.2475 -0.0815 0.0639 -0.0640
C -1.7085 2.8145 1.0903 -0.0647 0.1133 -0.0829
C 0.8877 2.3625 0.2110 -0.0525 -0.1967 0.2312
C -1.0090 1.7202 1.5543 0.3629 -0.1575 0.0107
C 0.3021 1.4759 1.1227 -0.4323 0.7313 -0.2420
C -1.4221 -0.5676 -2.0628 0.0566 -0.0229 0.0488
C -1.2262 -1.0083 -0.8272 0.3870 0.1018 0.2949
C 0.2887 -2.9358 0.7218 -0.0179 0.2284 -0.2437
C 1.6590 -1.4170 -1.3880 -0.2685 0.0305 0.2117
C 0.9974 0.2839 1.5495 -0.8324 -1.8826 -1.9090
P 0.3835 -1.3153 -0.0987 0.7544 0.8579 1.5877
H -1.6684 4.5286 -0.1935 -0.0555 0.1168 -0.0086
H 0.6450 4.1395 -0.9448 0.0519 0.0721 -0.0665
H -2.7171 2.9967 1.4275 -0.0834 0.0015 0.0540
H 1.8995 2.1921 -0.1267 0.1488 -0.0218 -0.0336
H -1.4623 1.0396 2.2611 -0.0965 -0.0444 0.0890
H -2.4185 -0.4165 -2.4466 -0.1575 0.0231 -0.0001
H -0.6175 -0.3550 -2.7488 0.1744 0.0170 -0.0498
H -2.0565 -1.2018 -0.1597 -0.1060 -0.0023 0.0090
H 1.2560 -3.1815 1.1570 0.0182 0.0093 0.0083
H 0.0088 -3.7005 -0.0046 0.0160 0.0014 0.0353
H -0.4582 -2.9018 1.5142 -0.0075 0.0113 -0.0077
H 2.6257 -1.5902 -0.9143 -0.0434 0.0123 0.0084
H 1.7020 -0.4859 -1.9498 0.0176 0.0242 -0.0222
H 1.4347 -2.2482 -2.0599 -0.0127 0.0758 0.0105
H 2.0655 0.2414 1.4103 0.2292 -0.0016 0.0430
H 0.6267 -0.2172 2.4338 0.0345 -0.0895 0.0614
```
Forces are in eV/Å.

Calculated values
E_HOMO	-12.24	eV
ΔE to the lowest compared entry with this formula, charge and spin	0.00	kcal per mole
lowest unoccupied orbital energy	-4.07	eV
charge	+1
orbital gap	8.170	eV

(7)
# C11H17BCsF4IMg2O12S4

A structure of composition C11H17BCsF4IMg2O12S4 in a non-equilibrium geometry (ωB97M-V/def2-TZVPD, the OMol25 dataset).

XYZ file:
```
53
Properties=species:S:1:pos:R:3:forces:R:3
C 5.0810 -2.2717 1.9050 -2.0561 -0.8058 -2.8022
C 4.2020 -2.8469 0.8211 1.4638 -0.3882 2.3762
C 2.6381 -2.3325 0.5469 4.6640 3.2162 0.2438
S 2.1091 -2.9654 -1.1100 -3.1261 -6.4283 -4.8109
C 2.4614 -1.5609 -2.3610 0.3699 0.8163 -0.0377
O 2.9164 -4.1981 -1.6464 -1.4644 4.9507 2.6209
O 0.6179 -3.3096 -1.2915 4.2208 2.3635 1.2275
O 2.8861 -0.8847 0.2872 -0.5831 -3.3677 -0.2033
B 2.3062 -0.0061 1.3599 1.0336 1.9566 0.4344
O 3.2142 0.9703 2.0019 1.1568 -2.0046 -1.2487
C 1.1628 0.8651 0.5647 -2.2800 1.8146 -0.5329
C 1.0039 2.4270 1.1095 5.4548 4.5348 -2.6234
O 1.8830 3.4077 0.7658 -6.0629 -6.8034 2.1583
I -0.6651 3.1128 2.4057 0.9383 -0.8189 -0.8510
O 1.9151 -1.0096 2.3717 -0.9985 -4.8056 0.2669
C 1.7152 -2.4128 1.8795 -1.2304 4.6256 -1.4466
S -0.1432 -2.5226 1.8150 0.7680 -1.1225 -0.7262
S 2.1538 -3.6041 3.2800 -3.1953 2.6131 10.0155
O 0.8479 -3.9688 4.0370 5.2879 0.3777 -4.0130
O 3.0956 -2.9327 4.3526 -1.6404 -3.2675 -5.1714
F 2.7956 -5.0934 2.6733 1.1874 0.2220 -0.0541
H 5.4374 -3.0407 2.7281 0.8645 1.5143 -1.9248
H 5.4638 -1.1666 1.9432 -1.7901 -1.9901 0.9317
H 4.7274 -3.6886 0.1573 -1.8222 0.7023 1.9204
H 2.0855 -1.8974 -3.4344 1.2317 -0.4822 1.9715
H 1.8042 -0.6113 -2.0738 2.3754 -1.6703 1.2296
H 3.6192 -1.3408 -2.3214 -2.5309 -0.0556 -0.3592
H 4.1729 0.6766 1.9404 -1.9009 0.6496 0.3184
H 1.5389 0.9750 -0.5629 -0.8157 0.0593 2.2570
H 0.0789 0.3866 0.5883 2.1014 0.9819 -0.1838
H -0.4041 -3.9142 1.6173 0.6721 1.6571 0.1225
Mg 0.7343 -0.3170 -3.4332 -2.0903 1.4339 -0.9666
C -5.3834 0.3633 2.5429 -1.2910 -1.9250 1.1466
F -4.4672 -0.4308 3.1846 -0.5162 1.1630 -0.8337
F -5.9874 -0.4431 1.6117 0.8586 1.2281 0.6036
F -6.3501 0.6442 3.4750 1.2992 0.1943 -1.2411
S -4.6219 1.8975 1.7957 0.3901 1.2773 -0.8858
O -3.6225 1.4121 0.8341 -0.8436 -0.0561 0.7898
O -4.0291 2.6310 2.9226 -0.3432 -0.8106 -0.6180
O -5.7326 2.6184 1.1588 0.8527 -0.8778 0.6638
C -3.5968 2.8601 -4.9047 -0.7960 -0.1742 -0.5444
C -2.7839 2.7017 -3.6090 -0.9013 1.7733 -0.4318
C -2.8734 4.0011 -2.7917 -0.1002 -1.5161 -0.3763
O -1.5184 2.5190 -3.9436 2.4399 -1.9343 -0.0246
H -3.2336 3.6862 -5.5303 0.1529 -0.2039 0.3014
H -3.5710 1.9446 -5.5093 0.0710 0.2043 0.2244
H -4.6479 3.0669 -4.6714 0.0615 -0.0757 -0.0024
H -3.3082 1.9381 -3.0172 0.3465 -0.5040 0.1343
H -2.4836 4.8696 -3.3390 0.0740 -0.3932 -0.2649
H -2.3180 3.9217 -1.8486 -0.0005 -0.2128 -0.1438
H -3.9175 4.2194 -2.5374 1.0748 -2.7424 -1.7212
Cs -4.0873 5.8926 -1.5210 -1.7100 4.6062 3.2486
Mg 5.0782 -5.2381 2.7810 -1.3222 0.5007 -0.1632
```
Forces are in eV/Å.

Calculated values
E_HOMO	-12.12	eV
lowest unoccupied orbital energy	-10.83	eV
charge	+2
orbital gap	1.284	eV